Record 1
Density functional theory data (ωB97M-V with the def2-TZVPD basis set) for an isolated molecule of C16H24N6O in a non-equilibrium geometry.

SMILES: CCC(C)(C)n1nnnc1[C@@H](c1ccccn1)N1CCOCC1
HOMO: -8.475 eV
energy relative to the best compared isomer or geometry (same formula, charge and spin): 0.0 kcal/mol
E_LUMO: 0.7 eV
maximum force: 1.4 eV/Å
total charge: 0
E: -1027.81193 a.u.

Last column: natural (NBO) charge in e.
Geometry (Å):
C: -0.25 4.18 -0.86  -0.61
C: 0.24 2.74 -0.69  -0.40
C: 1.11 2.52 0.56  0.14
C: 2.18 3.61 0.70  -0.62
C: 0.26 2.45 1.83  -0.63
N: 1.82 1.24 0.43  -0.19
N: 3.09 1.16 0.84  -0.07
N: 3.48 -0.03 0.71  -0.06
N: 2.52 -0.79 0.22  -0.32
C: 1.47 -0.02 0.05  0.34
C: 0.15 -0.48 -0.50  -0.13
C: 0.25 -1.86 -1.14  0.20
C: 0.91 -2.95 -0.59  -0.24
C: 0.89 -4.15 -1.28  -0.17
C: 0.19 -4.23 -2.47  -0.25
C: -0.43 -3.09 -2.94  0.03
N: -0.41 -1.93 -2.29  -0.44
N: -0.87 -0.32 0.54  -0.45
C: -0.73 -1.13 1.74  -0.26
C: -1.47 -2.48 1.67  -0.09
O: -2.82 -2.30 1.31  -0.53
C: -2.91 -1.67 0.05  -0.09
C: -2.25 -0.29 0.09  -0.25
H: -0.77 4.52 0.03  0.20
H: -0.95 4.21 -1.70  0.22
H: 0.56 4.86 -1.08  0.21
H: 0.81 2.46 -1.58  0.21
H: -0.63 2.09 -0.62  0.21
H: 2.77 3.68 -0.21  0.22
H: 1.70 4.56 0.90  0.21
H: 2.85 3.37 1.52  0.24
H: -0.25 3.39 1.98  0.21
H: 0.90 2.25 2.69  0.22
H: -0.47 1.65 1.74  0.24
H: -0.14 0.19 -1.31  0.25
H: 1.46 -2.85 0.33  0.25
H: 1.40 -5.01 -0.88  0.22
H: 0.15 -5.15 -3.03  0.22
H: -0.99 -3.09 -3.87  0.19
H: 0.32 -1.30 1.95  0.21
H: -1.17 -0.55 2.56  0.20
H: -1.48 -2.95 2.66  0.20
H: -0.98 -3.15 0.96  0.17
H: -3.98 -1.57 -0.17  0.19
H: -2.44 -2.29 -0.73  0.17
H: -2.30 0.17 -0.90  0.21
H: -2.80 0.34 0.80  0.20

Record 2
Density functional theory data (ωB97M-V with the def2-TZVPD basis set) for a 4-piece molecular cluster, C16H24NO13 overall in a non-equilibrium geometry.

HOMO: -3.983 eV
E_LUMO: 2.4 eV
maximum force: 8.5 eV/Å
total charge: -1
E: -1656.84923 a.u.

Last column: natural (NBO) charge in e.
Geometry (Å):
C: -3.83 3.25 2.64  -0.64
C: -4.44 1.73 2.70  -0.52
C: -3.61 0.61 1.84  0.80
O: -4.12 -0.65 1.82  -0.60
O: -2.39 0.84 1.05  -0.57
C: -1.19 0.45 1.81  -0.09
C: 0.04 0.21 0.70  -0.44
C: 0.52 1.68 0.15  -0.14
N: 0.54 1.78 -1.38  -0.85
C: 1.99 2.17 0.73  0.73
O: 3.01 1.33 0.93  -0.77
O: 2.19 3.63 1.03  -0.85
H: -2.81 3.36 2.07  0.25
H: -4.62 3.92 2.06  0.22
H: -3.80 3.66 3.76  0.21
H: -4.49 1.42 3.84  0.25
H: -5.56 1.73 2.29  0.25
H: -1.32 -0.52 2.45  0.20
H: -0.84 1.36 2.49  0.19
H: 0.90 -0.46 1.12  0.25
H: -0.47 -0.39 -0.19  0.22
H: -0.27 2.47 0.59  0.19
H: -0.05 2.60 -1.68  0.36
H: 0.12 0.93 -1.82  0.36
C: 3.34 -2.46 -2.19  -0.11
C: 2.99 -3.39 -1.08  -0.09
O: 1.65 -3.03 -0.77  -0.48
C: 1.13 -2.44 -1.89  0.97
O: -0.05 -2.17 -2.03  -0.60
O: 2.10 -2.21 -2.82  -0.49
H: 4.05 -2.90 -2.90  0.20
H: 3.75 -1.51 -1.83  0.21
H: 3.01 -4.44 -1.39  0.17
H: 3.64 -3.27 -0.21  0.21
C: 7.81 -1.46 1.01  -0.10
C: 6.43 -0.89 1.07  -0.10
O: 5.75 -1.54 0.02  -0.47
C: 6.41 -2.71 -0.21  0.97
O: 6.00 -3.61 -0.93  -0.61
O: 7.59 -2.76 0.48  -0.49
H: 8.28 -1.52 1.99  0.20
H: 8.46 -0.91 0.32  0.18
H: 5.93 -1.12 2.02  0.19
H: 6.42 0.20 0.92  0.23
C: -5.16 0.27 -1.86  -0.11
C: -6.52 -0.06 -2.39  -0.10
O: -7.29 1.07 -2.03  -0.49
C: -6.43 2.12 -1.89  0.96
O: -6.77 3.28 -1.75  -0.59
O: -5.13 1.69 -1.92  -0.47
H: -4.36 -0.16 -2.47  0.21
H: -5.03 -0.04 -0.82  0.21
H: -6.53 -0.17 -3.48  0.18
H: -6.93 -0.97 -1.94  0.20

Record 3
Density functional theory data (ωB97M-V with the def2-TZVPD basis set) for C16H24O16S2V as an isolated structure in a non-equilibrium geometry.

HOMO (spin up / spin down): -6.414 / -7.193 eV
spin multiplicity: 3
energy relative to the best compared isomer or geometry (same formula, charge and spin): 0.0 kcal/mol
E_LUMO (spin up / spin down): 2.2 / 2.2 eV
maximum force: 3.8 eV/Å
total charge: -1
E: -3568.59043 a.u.
expectation value of S²: 2.01

Last column: Mulliken spin population.
Geometry (Å):
V: -0.85 1.04 -0.53  1.95
S: -1.08 -1.51 -0.27  0.01
O: -1.69 -2.17 -1.41  0.00
O: 0.10 -0.64 -0.75  0.03
O: -1.83 -0.36 0.39  0.00
O: -0.75 -2.48 0.71  0.00
S: -1.51 2.98 1.12  0.00
O: -0.45 1.90 1.20  0.03
O: -2.34 2.96 2.24  0.00
O: -0.90 4.28 0.83  0.00
O: -2.18 2.48 -0.16  -0.01
O: 0.67 2.09 -1.46  -0.02
C: 1.36 2.93 -0.93  0.00
O: 1.95 3.87 -1.70  0.00
C: 2.92 4.60 -0.92  0.00
C: 3.23 3.82 0.35  0.00
C: 1.89 3.14 0.52  0.00
H: 2.48 5.54 -0.61  0.00
H: 3.84 4.69 -1.56  0.00
H: 3.48 4.54 1.15  0.00
H: 4.01 3.08 0.16  0.00
H: 1.10 3.72 1.06  0.00
H: 2.00 2.19 1.00  0.00
O: -0.12 -1.17 6.96  0.00
C: 0.05 -0.68 5.82  0.00
O: -0.73 0.37 5.44  0.00
C: -0.39 0.79 4.08  0.00
C: 0.19 -0.43 3.44  0.00
C: 0.88 -1.18 4.65  0.00
H: 0.34 1.61 4.21  0.00
H: -1.32 1.08 3.60  0.00
H: 0.89 -0.23 2.64  0.00
H: -0.62 -1.06 3.00  0.00
H: 1.90 -0.72 4.84  0.00
H: 0.92 -2.25 4.59  0.00
O: 3.71 -5.69 -0.89  0.00
C: 3.08 -4.74 -1.18  0.00
O: 1.96 -4.79 -1.95  0.00
C: 1.48 -3.49 -2.31  0.00
C: 2.61 -2.53 -1.91  0.00
C: 3.30 -3.30 -0.81  0.00
H: 0.49 -3.27 -1.88  0.00
H: 1.26 -3.60 -3.40  0.00
H: 2.26 -1.59 -1.49  0.00
H: 3.28 -2.45 -2.77  0.00
H: 2.86 -3.15 0.19  0.00
H: 4.34 -3.09 -0.61  0.00
O: -1.84 0.71 -2.42  0.01
C: -2.86 0.14 -2.73  -0.01
O: -3.02 -0.25 -4.01  0.00
C: -4.03 -1.25 -3.95  0.00
C: -5.01 -0.79 -2.88  0.00
C: -4.03 -0.20 -1.90  0.00
H: -3.72 -2.27 -3.69  0.00
H: -4.48 -1.21 -4.92  0.00
H: -5.44 -1.70 -2.47  0.00
H: -5.67 0.00 -3.30  0.00
H: -3.68 -0.96 -1.26  0.00
H: -4.31 0.66 -1.19  0.00

Record 4
Density functional theory data (ωB97M-V with the def2-TZVPD basis set) for C16H24O4TeW as an isolated structure in a non-equilibrium geometry.

HOMO (spin up / spin down): -18.126 / -18.099 eV
spin multiplicity: 3
E_LUMO (spin up / spin down): -13.8 / -14.2 eV
maximum force: 1.8 eV/Å
total charge: +4
E: -1258.29959 a.u.
expectation value of S²: 2.02

Last column: Mulliken spin population.
Geometry (Å):
W: -0.21 -0.08 0.31  0.96
C: -1.84 -1.10 -1.85  0.01
C: -1.76 0.45 -2.09  0.00
O: -0.77 1.08 -1.13  0.00
C: 0.12 2.29 -1.34  0.01
C: 1.41 2.18 -0.44  0.02
O: 1.26 1.14 0.65  -0.01
C: 2.42 0.47 1.35  0.01
C: 2.13 -1.05 1.68  0.01
O: 0.72 -1.45 1.31  0.00
C: 0.28 -2.85 0.99  0.01
C: -0.89 -2.87 -0.08  0.01
O: -1.30 -1.47 -0.49  -0.01
H: -1.23 -1.64 -2.57  0.00
H: -2.88 -1.43 -1.89  0.00
H: -2.70 0.95 -1.91  0.00
H: -1.41 0.63 -3.11  0.00
H: -0.49 3.15 -1.08  0.00
H: 0.42 2.31 -2.38  0.00
H: 1.59 3.14 0.06  0.00
H: 2.27 1.88 -1.03  0.00
H: 2.58 1.04 2.26  0.00
H: 3.28 0.55 0.69  0.00
H: 2.24 -1.24 2.74  0.00
H: 2.80 -1.69 1.10  0.00
H: -0.05 -3.29 1.92  0.00
H: 1.15 -3.38 0.59  0.00
H: -1.78 -3.34 0.32  0.00
H: -0.56 -3.37 -0.99  0.00
C: -4.83 2.53 3.86  0.00
Te: -2.77 1.99 3.65  0.01
C: -2.62 2.55 5.72  0.00
C: -3.94 3.08 6.17  0.26
C: -4.10 3.59 7.46  -0.05
C: -5.33 4.05 7.84  0.21
C: -6.44 4.04 6.92  0.24
C: -6.29 3.53 5.64  -0.04
C: -5.05 3.06 5.24  0.24
H: -5.47 1.66 3.69  0.03
H: -5.10 3.29 3.12  0.02
H: -1.84 3.30 5.87  0.03
H: -2.35 1.68 6.32  0.03
H: -3.27 3.60 8.15  0.00
H: -5.50 4.41 8.85  0.00
H: -7.39 4.45 7.23  0.00
H: -7.13 3.52 4.96  0.01